Record 1
A 2-piece molecular cluster, C4H6O overall. Source: the OMol25 dataset; level of theory: the ωB97M-V functional and the def2-TZVPD basis.

Properties
Calculated total energy: -6289.4301 eV
E_HOMO: -9.85 eV
Total charge: 0
Gap between HOMO and LUMO: 10.81 eV
ΔE to the lowest compared entry with this formula, charge and spin: 57.4 kcal/mol
Maximum force: 0.017 Eh/bohr

CARTESIAN COORDINATES (ANGSTROEM)
1 C 0.903 0.770 0.092
2 H -2.032 -0.329 0.161
3 H -0.885 1.844 0.064
4 H -0.275 1.234 -1.586
5 H 1.031 -0.997 0.847
6 C 1.630 -0.095 0.730
7 C -1.216 -0.979 -0.199
8 C -0.140 1.300 -0.509
9 H 2.633 -0.069 1.136
10 H -1.077 -1.017 -1.299
11 O -0.572 -1.662 0.563

Forces on atoms 1 to 3 (eV/Å):
-0.09 -0.15 0.01
0.03 -0.10 -0.05
0.17 0.11 -0.09

---

Record 2
A 3-piece molecular cluster, C25H48BClFNO4P overall. Source: the OMol25 dataset; level of theory: the ωB97M-V functional and the def2-TZVPD basis.

Properties
Calculated total energy: -61589.1474 eV
E_HOMO: -3.75 eV
Total charge: -1
Gap between HOMO and LUMO: 5.96 eV
Maximum force: 0.027 Eh/bohr

CARTESIAN COORDINATES (ANGSTROEM)
1 H 1.199 -5.066 -3.435
2 H 4.752 -0.809 -1.936
3 H -0.559 1.362 6.299
4 H 2.364 3.640 3.059
5 H 3.281 1.704 0.213
6 H 5.791 -2.925 -4.744
7 H -5.982 -1.448 -0.616
8 H -1.422 3.151 0.086
9 C -0.584 4.598 5.479
10 C -6.582 1.036 0.913
11 B 0.874 -3.059 -1.805
12 H -2.880 1.902 -1.299
13 H 0.117 4.166 1.702
14 H 3.203 -0.528 -0.405
15 H -0.502 2.027 3.974
16 H -1.216 1.277 -3.910
17 H -1.294 3.762 7.373
18 H -7.387 1.617 0.460
19 C -0.208 -4.757 -0.417
20 H 1.539 -1.073 -0.246
21 H -1.239 -4.846 -0.788
22 H -5.114 -0.880 2.249
23 H 4.372 -1.143 -3.615
24 C -1.177 3.479 6.327
25 H 2.053 -1.884 -4.619
26 H 2.952 4.709 1.790
27 H -7.335 0.052 2.716
28 H -2.256 0.691 -0.193
29 C -0.386 2.828 0.098
30 C -5.900 -1.138 1.536
31 C -0.876 1.166 -1.768
32 H -2.824 0.188 -1.795
33 H -6.161 -2.185 1.681
34 Cl 3.473 -3.229 -0.299
35 H 2.392 -0.305 -3.914
36 H 2.961 -3.387 -3.033
37 H -1.535 2.791 -3.064
38 C -7.082 -0.181 1.682
39 H 0.136 2.259 -3.363
40 O -5.740 0.536 -0.122
41 C -0.164 2.357 6.100
42 H -0.699 -2.329 -2.753
43 C 1.811 3.024 1.066
44 C 2.248 2.035 0.196
45 H -7.968 -0.598 1.199
46 C 1.895 -1.259 -3.733
47 C 0.468 -5.291 -2.654
48 H -0.550 -5.124 -3.049
49 H -1.337 5.281 5.084
50 O 0.076 3.964 4.388
51 C 2.290 -0.725 -0.967
52 C 6.374 -2.613 -3.874
53 H 0.146 5.183 6.052
54 H 0.831 -1.039 -3.646
55 C -2.304 0.974 -1.249
56 O -0.334 -2.330 -1.864
57 C -0.868 1.926 -3.101
58 H 6.768 -1.609 -4.037
59 F 6.336 -2.542 -1.520
60 H 0.715 2.509 6.730
61 C 1.375 1.444 -0.710
62 C 0.192 2.559 4.632
63 H -4.369 -0.999 -0.028
64 C -5.438 -0.841 0.115
65 H -5.999 1.701 1.560
66 H -2.155 3.187 5.939
67 C 0.033 1.833 -0.774
68 N 0.759 -4.495 -1.474
69 H 5.019 -3.653 -2.587
70 C 0.476 3.412 1.010
71 C 5.485 -2.663 -2.642
72 C 4.409 -1.591 -2.617
73 P 2.615 -2.181 -2.224
74 H 0.061 -5.677 0.111
75 H 3.719 3.140 2.045
76 C 2.762 3.664 2.043
77 H -0.477 0.171 -1.962
78 H 0.556 -6.358 -2.424
79 O 1.807 0.492 -1.577
80 H -0.186 -3.950 0.319
81 H 1.204 2.236 4.389
82 H 7.199 -3.320 -3.761

Forces on atoms 1 to 3 (eV/Å):
-0.05 0.01 -0.03
-0.10 0.02 0.04
-0.01 0.00 0.00